Formula: C28H64FeN8O13S
Source: the Open Molecules 2025 dataset
Level of theory: the ωB97M-V functional and the def2-TZVPD basis

Structure (XYZ):
```
115
Properties=species:S:1:pos:R:3:mulliken_charge:R:1
Fe 7.06 -3.16 21.28 3.101
S 5.76 -0.98 21.01 0.311
O 4.36 -0.96 21.25 -0.671
O 6.42 -1.54 22.21 -1.120
O 6.31 -1.86 20.02 -0.636
O 6.00 0.45 20.89 -0.681
C 1.64 -0.57 19.50 0.009
O 2.41 0.27 19.94 -0.425
N 2.10 -1.36 18.47 0.246
C 1.33 -2.50 17.91 -0.792
C 3.41 -1.24 17.93 -0.792
H 0.64 -0.84 19.88 0.275
H 1.73 -3.49 18.15 0.123
H 1.33 -2.63 16.82 0.347
H 0.27 -2.53 18.15 0.327
H 3.36 -1.58 16.90 0.324
H 3.70 -0.20 17.80 0.359
H 4.13 -1.88 18.44 -0.033
C 8.23 -4.94 18.81 -0.391
O 7.65 -4.19 19.59 0.255
N 9.37 -5.59 19.09 0.365
C 9.91 -6.67 18.35 -1.081
C 10.07 -5.29 20.41 -0.726
H 7.98 -5.09 17.75 0.223
H 9.22 -6.92 17.54 0.372
H 10.11 -7.63 18.83 0.333
H 10.86 -6.51 17.83 0.341
H 11.11 -5.60 20.37 0.489
H 10.03 -4.23 20.69 0.033
H 9.60 -5.87 21.21 0.123
C 3.98 -4.30 20.87 -0.113
O 5.20 -4.26 21.16 -0.561
N 3.10 -5.13 21.44 0.493
C 1.59 -4.96 21.25 -0.873
C 3.46 -6.17 22.45 -0.834
H 3.55 -3.62 20.13 0.080
H 1.22 -4.50 20.34 0.156
H 1.29 -4.40 22.14 0.359
H 1.11 -5.93 21.20 0.328
H 3.03 -7.15 22.26 0.383
H 4.51 -6.44 22.37 -0.017
H 3.24 -5.88 23.48 0.355
C 5.78 0.78 24.37 0.258
O 4.92 0.91 23.47 -0.597
N 5.49 0.66 25.69 0.189
C 6.39 0.54 26.86 -0.959
C 3.99 0.68 26.02 -1.009
H 6.88 0.79 24.30 0.226
H 6.69 1.47 27.34 0.316
H 7.30 0.04 26.54 0.322
H 6.02 -0.15 27.62 0.313
H 3.31 0.75 25.18 0.282
H 3.74 -0.20 26.61 0.314
H 3.82 1.56 26.63 0.354
C 7.99 -5.17 23.64 -0.245
O 7.89 -4.56 22.60 -0.348
N 7.25 -4.93 24.71 0.253
C 7.71 -5.40 26.03 -1.054
C 6.13 -3.93 24.67 -1.005
H 8.78 -5.93 23.77 0.326
H 7.74 -4.55 26.71 0.339
H 8.73 -5.79 26.00 0.370
H 6.99 -6.09 26.46 0.333
H 6.44 -2.90 24.84 0.528
H 5.52 -4.00 23.78 -0.020
H 5.38 -4.29 25.38 0.430
C 5.26 2.95 18.50 -0.114
O 4.51 2.30 19.30 -0.402
N 6.30 2.37 17.76 0.350
C 7.01 3.07 16.71 -1.097
C 6.53 0.96 17.64 -0.044
H 5.07 4.03 18.35 0.336
H 7.38 2.37 15.96 0.362
H 7.85 3.59 17.17 0.282
H 6.33 3.74 16.17 0.385
H 5.91 0.57 18.45 -0.705
H 6.11 0.51 16.75 0.429
H 7.49 0.52 17.90 0.198
C 4.56 -5.81 17.18 0.358
O 4.67 -4.78 17.80 -0.476
N 4.26 -5.91 15.83 0.153
C 3.71 -4.82 15.02 -0.826
C 4.06 -7.17 15.25 -1.085
H 4.51 -6.83 17.61 0.045
H 3.78 -3.81 15.42 0.106
H 2.69 -4.99 14.66 0.363
H 4.23 -4.64 14.07 0.354
H 4.40 -7.39 14.24 0.346
H 4.45 -7.98 15.86 0.301
H 3.01 -7.48 15.18 0.410
C 9.44 -0.94 20.85 0.146
O 8.96 -2.05 21.12 -0.953
N 10.17 -0.72 19.75 0.403
C 11.02 0.47 19.61 -0.988
C 10.58 -1.66 18.71 -0.884
H 9.40 -0.09 21.55 0.213
H 10.70 1.19 20.37 0.335
H 10.83 0.99 18.67 0.307
H 12.06 0.14 19.65 0.323
H 10.24 -1.16 17.81 0.454
H 11.64 -1.89 18.73 0.355
H 10.00 -2.59 18.67 -0.015
C 6.28 -9.89 20.03 -0.708
C 7.46 -9.24 20.62 -0.500
C 7.06 -7.77 20.78 1.129
O 5.64 -7.75 20.50 -0.270
C 5.11 -9.06 20.61 -0.497
H 6.34 -10.92 20.38 0.376
H 6.32 -9.92 18.95 0.254
H 8.32 -9.37 19.97 0.274
H 7.69 -9.60 21.62 0.356
H 7.50 -7.23 19.94 -0.675
H 7.36 -7.30 21.71 -0.298
H 4.33 -9.01 19.85 0.260
H 4.66 -9.33 21.57 0.294
```

Output
- 2S+1: 5
- Kohn-Sham gap (spin up / spin down): 5.6 / 5.5 eV
- Energy relative to the best compared isomer or geometry (same formula, charge and spin): 40.9 kcal per mole
- Molecular weight: 808.8 g/mol
- <S²>: 6.007

Formula: C28H65BBrClN5O6P2S
Source: the Open Molecules 2025 dataset
Level of theory: the ωB97M-V functional and the def2-TZVPD basis

Structure (XYZ):
```
110
Properties=species:S:1:pos:R:3:mulliken_charge:R:1
C 2.30 -4.55 0.81 -0.767
O 1.78 -3.32 0.31 -0.567
B 0.58 -3.30 -0.32 0.940
O 0.48 -3.70 -1.61 -0.949
C -0.81 -2.78 0.38 -0.712
P -0.23 -1.97 1.99 0.398
S 0.95 -0.44 1.88 -0.299
N -1.53 -1.85 -0.53 1.001
C -0.93 -0.95 -1.54 -1.177
O 0.08 -0.20 -1.00 0.027
O -0.33 1.16 -1.07 -0.360
C -2.79 -2.00 -0.40 -0.239
Br -4.15 -1.13 -1.29 0.130
C -3.19 -3.05 0.57 -0.538
C -3.83 -2.50 1.86 -0.281
C -5.12 -3.24 2.08 0.295
O -5.22 -4.46 2.14 -0.457
Cl -6.56 -2.20 2.15 -0.146
C -1.87 -3.88 0.63 1.635
C -2.00 -4.88 -0.59 -1.777
C -1.04 -6.07 -0.66 -0.568
N -0.89 -6.60 -2.01 -0.739
P -1.69 -4.92 2.13 0.267
O -2.00 -4.22 3.39 -0.719
H 1.86 -4.78 1.78 0.265
H 3.36 -4.42 0.96 0.286
H 2.16 -5.37 0.12 0.381
H 1.33 -3.62 -2.06 0.307
H 0.35 -3.03 2.69 0.187
H -1.39 -1.65 2.71 0.028
H -0.53 -1.54 -2.35 0.110
H -1.70 -0.31 -1.94 0.451
H 0.19 1.61 -0.39 0.267
H -3.99 -3.56 0.05 1.286
H -3.19 -2.59 2.73 0.598
H -4.06 -1.45 1.73 -0.162
H -3.00 -5.28 -0.55 0.745
H -1.92 -4.32 -1.51 0.462
H -1.41 -6.90 -0.07 0.504
H -0.05 -5.83 -0.29 0.014
H -0.29 -6.00 -2.56 0.272
H -1.80 -6.60 -2.46 0.293
H -0.38 -5.42 2.06 0.119
H -2.53 -6.01 1.89 0.160
C -2.51 1.28 1.65 -0.861
C -2.70 2.64 1.00 -0.971
N -4.10 2.98 0.80 0.206
C -4.28 4.16 -0.04 -0.652
C -3.76 5.51 0.47 -1.028
C -4.93 2.92 2.00 -0.489
C -4.54 3.80 3.20 -1.081
H -3.01 0.50 1.06 0.144
H -1.45 1.03 1.72 0.227
H -2.91 1.25 2.67 0.539
H -2.24 2.61 0.01 0.647
H -2.15 3.39 1.59 0.113
H -5.34 4.25 -0.27 0.394
H -3.80 3.94 -1.00 0.372
H -4.40 5.93 1.24 0.252
H -3.74 6.22 -0.35 0.407
H -2.75 5.44 0.87 0.269
H -4.96 1.88 2.33 0.127
H -5.95 3.15 1.70 0.437
H -3.46 3.79 3.38 0.254
H -5.03 3.43 4.10 0.411
H -4.85 4.83 3.07 0.292
C 4.33 -0.96 3.35 -1.208
C 5.58 -0.45 4.05 -0.414
N 6.33 0.50 3.26 0.095
C 7.64 0.80 3.81 -0.705
C 7.71 1.51 5.17 -0.971
C 5.58 1.64 2.77 -0.723
C 4.89 2.55 3.79 -0.993
H 4.58 -1.41 2.39 0.332
H 3.84 -1.71 3.97 0.458
H 3.60 -0.17 3.17 0.102
H 6.23 -1.31 4.25 0.454
H 5.29 -0.05 5.03 0.242
H 8.20 1.38 3.08 0.360
H 8.18 -0.15 3.90 0.409
H 7.48 2.57 5.09 0.229
H 8.72 1.44 5.57 0.396
H 7.04 1.07 5.91 0.273
H 4.82 1.27 2.08 0.372
H 6.24 2.24 2.14 0.362
H 4.40 1.98 4.59 0.245
H 4.12 3.15 3.30 0.362
H 5.59 3.25 4.25 0.310
C 1.59 1.92 -7.90 -1.426
C 0.89 2.92 -7.00 -0.313
N -0.28 2.38 -6.33 0.144
C -1.09 3.39 -5.68 -0.725
C -0.49 4.16 -4.49 -0.691
C -0.06 1.16 -5.58 -0.926
C 0.97 1.20 -4.43 -0.384
H 0.91 1.52 -8.65 0.332
H 2.42 2.41 -8.41 0.434
H 2.01 1.08 -7.33 0.289
H 0.55 3.76 -7.62 0.474
H 1.62 3.34 -6.29 0.247
H -2.03 2.92 -5.35 0.334
H -1.38 4.12 -6.44 0.402
H -0.47 3.55 -3.58 -0.041
H -1.10 5.03 -4.28 0.398
H 0.52 4.50 -4.70 0.281
H 0.23 0.38 -6.28 0.381
H -1.03 0.83 -5.18 0.317
H 1.87 1.73 -4.71 0.353
H 1.26 0.18 -4.17 0.250
H 0.56 1.65 -3.53 -0.101
```

Output
- Kohn-Sham gap: 5.2 eV
- Molecular weight: 788.0 g/mol
- Charge: +1

no.,energy (hartree)
1,-4183.1776
2,-5970.7094